No. 1
Below is a cluster of 2 separate species, C5H13NO in total, with properties calculated with ωB97M-V/def2-TZVPD.

```
20
Properties=species:S:1:pos:R:3
H -1.943 -1.792 0.566
N -1.894 0.020 -2.213
H 3.150 0.892 -0.265
H 1.352 -0.764 1.569
C -2.399 -0.373 -0.969
H -1.866 -2.514 -0.940
C 0.741 1.347 1.689
H 2.495 0.059 2.192
H -0.264 1.136 1.269
H -0.593 -1.211 -0.516
C 2.267 0.273 -0.006
O -3.370 0.184 -0.524
H -2.296 0.684 -2.853
H -1.031 -0.361 -2.548
H 0.919 2.236 0.971
H 1.529 0.514 -0.846
C 1.714 0.273 1.413
H 0.532 1.657 2.708
C -1.624 -1.547 -0.431
H 2.582 -0.714 -0.266
```

Lowest unoccupied orbital energy, eV: 0.8
SMILES: CC(N)=O.CCC
Multiplicity: 1
E_tot, eV: -8932.9362
E_HOMO, eV: -9.9
Relative energy (zero: lowest compared OMol25 entry of this formula, charge and spin), kcal/mol: 24.78
Gap between HOMO and LUMO, eV: 10.750

Here are the natural (NBO) charges for atoms 1 to 2, given in e: H 0.241; N -0.853

No. 2
Below is a cluster of 2 separate species, C5H13NO in total, with properties calculated with ωB97M-V/def2-TZVPD.

```
20
Properties=species:S:1:pos:R:3
H 2.767 -0.056 0.080
H 0.141 0.705 2.239
H -3.125 -1.333 1.634
H -2.391 0.481 0.358
H 2.262 1.347 1.283
H -2.265 1.019 2.077
H -1.575 -1.830 1.247
H 1.448 1.773 -1.353
H -0.753 1.249 -0.666
H 1.316 -1.962 -4.163
C -1.837 0.381 1.332
H 0.356 -3.029 -4.631
H 3.420 1.513 -0.095
C -0.348 0.638 1.200
O 0.535 -2.088 -4.739
C -2.089 -0.976 1.768
H -1.838 -1.150 2.806
N 1.318 1.286 -0.511
C 0.070 1.047 -0.049
C 2.587 0.986 0.180
```

Lowest unoccupied orbital energy, eV: 0.7
SMILES: CC/C=C/NC.O
Multiplicity: 1
E_tot, eV: -8931.3314
E_HOMO, eV: -7.4
Relative energy (zero: lowest compared OMol25 entry of this formula, charge and spin), kcal/mol: 61.79
Gap between HOMO and LUMO, eV: 8.075

Here are the natural (NBO) charges for atoms 1 to 2, given in e: H 0.193; H 0.208